# C3H5O3P

An isolated molecule of C3H5O3P (ωB97M-V with the def2-TZVPD basis set, the Open Molecules 2025 dataset).

SMILES string = CP1(=O)OC=CO1
Kohn-Sham gap = 9.010 eV
DFT total energy = -18622.43179 eV
energy above the lowest of the compared OMol25 structures with the same formula, charge and spin = 168.59 kJ/mol
LUMO = 0.29 eV
molar mass = 120.044 Da

The geometry in ORCA input format:
```
! RIJCOSX wB97M-V def2-TZVPD def2/J DEFGRID3
* xyz 0 1
C -0.2618 -1.0571 1.6256
P -0.8069 -0.6223 -0.0656
O -1.8827 -1.3744 -0.6139
O 1.1760 -0.5272 -0.9180
C 1.0833 0.6702 -1.4032
C 0.1374 1.5316 -1.1622
O -0.9344 1.0338 -0.2776
H -0.9044 -0.6880 2.4014
H -0.1959 -2.1757 1.8280
H 0.6049 -0.3603 1.7301
H 1.9725 1.0157 -1.9255
H 0.0118 2.5536 -1.2193
*
```

These are the natural (NBO) partial charges, in e, on atoms 1 to 8: C -1.030; P 2.233; O -1.007; O -0.681; C 0.100; C -0.054; O -0.783; H 0.266